Entry 1:
{
  "formula": "C2H4NP",
  "method": "ωB97M-V/def2-TZVPD",
  "relative_energy_kcal_mol": 27.1,
  "charge": 0,
  "smiles": "N#CCP",
  "multiplicity": 1,
  "species": ["P", "N", "C", "C", "H", "H", "H", "H"],
  "positions_angstrom": [[1.073, -0.387, -0.026], [-3.393, -0.423, 0.171], [-2.274, -0.058, 0.106], [-0.905, 0.486, -0.131], [1.741, 0.547, 0.667], [1.203, 0.500, -1.215], [-1.062, 0.568, -1.252], [-0.805, 1.452, 0.291]],
  "forces_ev_per_angstrom": [[-3.24, 0.18, -2.69], [3.25, 1.02, -0.15], [-1.73, -1.21, 1.06], [0.02, -1.52, -1.96], [0.38, 1.44, 1.41], [0.35, -1.16, 0.86], [1.01, 0.33, 1.09], [-0.04, 0.91, 0.38]],
  "mulliken_charge": [0.05, -0.39, 0.27, -0.67, 0.06, 0.07, 0.28, 0.34]
}

=====

Entry 2:
{
  "formula": "C23H20AsClF7HfS",
  "method": "ωB97M-V/def2-TZVPD",
  "relative_energy_kcal_mol": 9.2,
  "charge": 1,
  "multiplicity": 1,
  "species": ["Hf", "As", "Cl", "S", "F", "F", "F", "F", "F", "F", "F", "C", "C", "C", "C", "C", "C", "C", "C", "C", "C", "C", "C", "C", "C", "C", "C", "C", "C", "C", "C", "C", "C", "C", "H", "H", "H", "H", "H", "H", "H", "H", "H", "H", "H", "H", "H", "H", "H", "H", "H", "H", "H", "H"],
  "positions_angstrom": [[-1.358, 0.712, -0.684], [0.851, -0.942, -0.155], [3.096, 1.636, 4.191], [-2.799, -0.775, 0.683], [-7.702, -0.333, 2.055], [-8.037, 1.928, 0.603], [-2.601, 0.027, -2.605], [-5.322, -1.590, 2.099], [-0.427, -0.232, -2.861], [-5.945, 2.945, -0.829], [-3.537, 1.691, -0.775], [4.388, -1.626, -0.405], [0.574, -2.651, -1.021], [3.454, -1.184, -1.339], [-6.864, 1.318, 0.617], [4.333, -2.767, -2.930], [5.283, -2.633, -0.731], [-5.804, 1.838, -0.113], [1.417, -1.420, 1.624], [1.887, 1.962, 2.998], [-6.689, 0.158, 1.361], [2.441, -0.139, -0.978], [0.584, 1.541, 3.205], [-1.420, 0.789, -2.871], [-4.377, 0.018, 0.663], [-1.115, 2.765, 0.061], [5.255, -3.208, -1.993], [-5.457, -0.484, 1.380], [-0.368, 1.783, 2.223], [1.287, 2.877, 0.866], [2.246, 2.623, 1.827], [-4.599, 1.170, -0.065], [3.435, -1.762, -2.604], [-0.045, 2.478, 1.050], [5.956, -3.990, -2.247], [0.315, 1.033, 4.120], [4.433, -1.166, 0.575], [2.238, -2.132, 1.535], [-0.155, -3.211, -0.435], [2.810, 0.564, -0.228], [1.747, -0.537, 2.161], [2.717, -1.422, -3.341], [4.316, -3.204, -3.920], [-0.807, 3.454, -0.730], [0.201, -2.515, -2.032], [-2.022, 3.153, 0.525], [1.521, -3.192, -1.050], [1.558, 3.428, -0.026], [6.009, -2.964, 0.000], [-1.393, 1.480, 2.412], [-1.490, 1.206, -3.870], [2.124, 0.433, -1.851], [3.266, 2.955, 1.696], [0.589, -1.886, 2.156]],
  "forces_ev_per_angstrom": [[0.29, 0.33, 0.51], [-0.35, 0.11, -0.05], [-0.05, 0.01, -0.02], [-0.13, 0.05, 0.11], [0.00, 0.00, -0.01], [0.02, -0.02, 0.00], [0.09, -0.12, -0.09], [0.01, -0.01, 0.01], [0.03, 0.15, -0.07], [0.00, 0.01, -0.01], [-0.19, -0.06, 0.00], [0.00, 0.03, 0.00], [0.16, -0.07, 0.08], [-0.01, 0.06, 0.05], [0.04, -0.01, -0.02], [-0.02, 0.01, -0.04], [0.00, -0.01, -0.01], [0.03, -0.11, 0.07], [0.10, -0.21, -0.07], [0.09, -0.02, -0.01], [0.09, 0.02, -0.05], [0.15, -0.06, 0.08], [-0.01, 0.00, -0.08], [-0.17, -0.01, -0.28], [0.08, -0.05, -0.06], [-0.19, -0.01, -0.25], [0.04, -0.01, 0.05], [-0.07, 0.11, -0.07], [0.04, 0.02, 0.16], [-0.04, -0.14, -0.13], [-0.02, -0.02, 0.09], [-0.03, -0.03, 0.02], [0.02, -0.05, -0.04], [-0.02, -0.03, 0.08], [0.01, -0.01, -0.01], [0.01, -0.01, 0.03], [-0.02, 0.01, 0.02], [-0.04, 0.02, 0.02], [0.00, 0.02, -0.01], [0.02, -0.03, -0.05], [0.01, 0.03, 0.00], [-0.01, 0.02, -0.01], [-0.01, -0.01, -0.02], [0.04, 0.00, 0.06], [0.00, 0.03, 0.00], [0.04, 0.02, 0.05], [-0.05, 0.01, 0.01], [0.01, 0.01, 0.00], [0.01, 0.00, 0.01], [0.00, 0.03, -0.03], [0.01, -0.03, 0.05], [-0.03, -0.04, -0.01], [0.03, 0.01, -0.02], [-0.01, 0.03, -0.01]],
  "mulliken_charge": [1.24, 0.51, -0.18, -0.50, -0.26, -0.27, -0.21, -0.31, -0.24, -0.26, -0.36, -0.15, -1.28, -0.04, 0.74, -0.69, -0.75, -0.28, -1.05, 0.41, 0.08, -0.75, -1.00, -0.35, 0.42, -1.35, -0.46, 0.23, 0.02, -0.31, -0.66, 0.33, -0.24, 0.35, 0.41, 0.48, 0.48, 0.51, 0.46, 0.32, 0.20, 0.41, 0.41, 0.54, 0.33, 0.43, 0.43, 0.43, 0.40, 0.46, 0.40, 0.64, 0.50, 0.41]
}

=====

Entry 3:
{
  "formula": "C18H30BN3O5S",
  "method": "ωB97M-V/def2-TZVPD",
  "charge": 0,
  "multiplicity": 1,
  "species": ["S", "O", "O", "O", "O", "O", "N", "N", "N", "C", "C", "C", "C", "C", "C", "C", "C", "C", "C", "C", "C", "C", "C", "C", "C", "C", "C", "B", "H", "H", "H", "H", "H", "H", "H", "H", "H", "H", "H", "H", "H", "H", "H", "H", "H", "H", "H", "H", "H", "H", "H", "H", "H", "H", "H", "H", "H", "H"],
  "positions_angstrom": [[-4.733, -1.681, -3.611], [1.288, 0.779, 0.900], [0.250, 5.202, 3.193], [2.340, 1.199, -3.406], [1.366, -1.377, 4.350], [-0.206, -4.862, -3.530], [2.326, -1.225, -2.579], [-4.502, -0.455, -2.426], [-3.134, -2.007, -4.201], [-0.767, 0.965, -1.633], [1.165, -2.741, 2.412], [0.869, -2.365, 3.839], [-0.067, -3.257, 4.611], [-0.026, 0.044, -2.693], [1.196, 1.614, 3.126], [-0.829, -0.957, -3.567], [1.449, 1.730, 1.648], [-0.977, -5.497, -4.228], [1.909, 3.065, 1.126], [0.323, 6.367, 3.540], [0.280, 6.754, 4.995], [-2.315, 0.876, -1.428], [-1.854, -4.815, -5.243], [0.462, 7.477, 2.532], [-1.089, -6.993, -4.107], [-2.382, -1.075, -3.400], [-3.090, -0.152, -2.333], [1.593, 0.066, -2.920], [2.116, 1.821, 3.677], [0.410, 2.310, 3.424], [-1.044, -3.280, 4.125], [-0.400, -7.348, -3.337], [-1.667, -3.740, -5.219], [2.550, -1.122, -1.563], [0.480, 7.052, 1.526], [1.205, 7.262, 5.272], [-1.623, -5.188, -6.244], [1.154, 3.826, 1.337], [-2.107, -7.268, -3.819], [0.178, 5.854, 5.605], [-0.579, 7.402, 5.181], [-2.905, -4.992, -5.005], [-0.188, -2.865, 5.623], [-0.389, 8.157, 2.609], [-0.195, 1.720, -0.980], [1.636, -3.726, 2.377], [-0.825, -7.464, -5.057], [1.631, -2.001, -2.629], [-0.270, -1.616, -4.311], [1.852, -2.009, 1.981], [3.256, 1.055, -3.046], [2.860, 3.338, 1.589], [-2.890, 1.528, -0.688], [1.396, 8.018, 2.700], [2.052, 3.003, 0.044], [0.871, 0.597, 3.357], [0.243, -2.740, 1.828], [0.349, -4.265, 4.674]],
  "forces_ev_per_angstrom": [[2.66, 1.62, 1.15], [0.11, 0.39, 0.20], [0.03, 0.57, 0.17], [-0.50, -2.13, 2.17], [-0.26, -0.60, -0.17], [-0.36, -0.32, -0.35], [-1.33, 1.18, 0.51], [3.66, -0.66, -1.04], [-0.59, 4.40, 4.36], [-3.92, -1.56, -1.00], [0.28, 0.31, -0.06], [0.35, 0.58, 0.23], [-0.01, 0.22, 0.37], [-3.77, -1.00, -1.32], [-0.28, -0.44, -0.11], [-0.11, 2.63, 2.94], [-0.06, -0.48, -0.20], [0.45, 0.47, 0.39], [-0.04, -0.12, -0.51], [-0.05, -0.71, -0.20], [-0.04, -0.39, 0.15], [3.25, -1.57, -2.36], [0.28, 0.32, 0.02], [0.00, -0.25, -0.34], [0.29, -0.07, 0.33], [2.00, -0.07, -0.32], [-1.03, -1.74, -1.84], [0.56, 0.06, -0.17], [-0.12, 0.16, 0.05], [0.23, 0.20, 0.04], [0.08, -0.20, -0.06], [-0.09, 0.07, -0.11], [-0.10, -0.22, 0.02], [0.06, -0.38, -0.92], [-0.01, 0.04, 0.15], [-0.14, 0.17, 0.00], [-0.19, -0.14, 0.03], [0.18, 0.05, 0.23], [0.00, -0.06, -0.21], [0.01, 0.12, -0.11], [0.17, 0.15, 0.01], [0.02, -0.07, -0.17], [0.03, -0.04, -0.15], [0.16, 0.12, 0.09], [-0.90, -1.53, -1.28], [-0.21, -0.06, -0.06], [-0.22, -0.03, 0.00], [0.77, 0.73, 0.29], [-0.99, 1.00, 1.16], [-0.15, -0.06, 0.07], [-0.98, 0.17, -0.96], [-0.14, 0.14, 0.12], [1.03, -1.12, -1.23], [-0.15, 0.15, 0.07], [0.02, -0.03, 0.12], [0.17, 0.22, -0.04], [0.05, -0.19, 0.00], [-0.16, -0.03, -0.15]],
  "mulliken_charge": [0.14, -0.46, -0.49, -0.58, -0.58, -0.55, -0.74, -0.57, -0.43, -0.22, -1.01, 0.89, -1.18, 0.22, -0.73, -0.27, 0.80, 0.82, -1.11, 0.77, -1.10, -0.86, -0.82, -1.07, -1.12, 0.51, 0.59, 0.54, 0.34, 0.28, 0.33, 0.31, 0.08, 0.31, 0.27, 0.33, 0.37, 0.23, 0.31, 0.28, 0.34, 0.28, 0.31, 0.33, 0.19, 0.40, 0.31, 0.23, 0.26, 0.21, 0.31, 0.42, 0.33, 0.33, 0.27, 0.01, 0.30, 0.34]
}

=====

Number 1: E_HOMO -10.35 eV, gap between HOMO and LUMO 10.4 eV. Number 2: E_HOMO -11.58 eV, gap between HOMO and LUMO 7.6 eV. Number 3: E_HOMO -8.27 eV, gap between HOMO and LUMO 7.3 eV.